Record 1
This record from the Open Molecules 2025 dataset describes a cluster of 3 separate species, C24H55BI2N4O9P in total. The level of theory is ωB97M-V/def2-TZVPD.

The value obtained for the energy is -76324.90594 eV. Its total charge is +1. The HOMO energy is -10.5 eV. The orbital gap is 7.05 eV.

Geometry (Å):
H 2.330 -2.455 0.675
H 0.409 -0.180 5.022
H 0.026 6.056 -2.376
H -3.295 6.182 6.612
H -1.626 3.913 -7.753
H 0.476 1.948 6.947
C 0.100 -4.221 -5.190
H -1.158 4.250 -3.440
O 0.452 -1.135 4.935
O -1.474 5.508 5.895
H 1.143 -3.462 4.482
H -2.663 4.696 7.338
C -1.307 4.922 -7.475
B -0.237 -6.861 -3.007
P 2.279 -4.077 -0.749
H 1.142 3.467 3.311
H 1.636 6.730 5.712
H 1.787 6.209 -2.307
H -0.232 -5.975 2.214
H 2.399 2.865 4.403
H -1.650 -3.076 -5.558
C -1.304 -3.757 -4.800
H 1.115 5.269 4.903
C -2.387 5.682 6.959
O 1.360 5.210 6.967
H -1.279 -2.662 1.106
C -0.305 -3.147 2.926
N 0.599 -4.371 -0.613
H 1.225 1.735 3.669
H 0.451 -2.650 -2.483
H 1.255 -5.594 -3.432
H -1.941 5.650 -7.990
H 1.953 3.477 -3.434
H -1.957 -5.794 0.580
C -1.056 -6.495 -1.687
C -0.445 6.471 5.793
C -1.555 -4.909 0.105
O -1.349 5.124 -6.078
H 2.051 2.572 6.435
H 1.202 3.754 8.316
H -0.567 6.997 4.838
C 1.305 -1.464 3.850
H -0.929 -2.324 3.261
H 1.874 -3.253 2.866
C -0.338 -4.213 -1.577
C -1.393 -3.012 -3.466
O -0.461 2.639 -4.556
H -0.279 5.064 -7.813
H 2.384 -3.894 -2.145
H -0.393 -7.701 -4.740
H 2.834 -5.341 -0.544
H 0.867 -6.347 0.918
H 1.010 4.641 -1.968
C 1.612 4.021 -4.322
H -0.473 -6.887 -0.854
H -2.260 2.924 -3.732
H -0.526 7.218 6.590
H 2.498 4.243 -4.930
C 1.359 2.738 4.094
H -1.987 -7.046 -1.723
H -1.953 6.255 7.782
C 0.729 3.120 -5.163
C 0.966 5.543 -2.585
C 0.502 -5.542 1.546
H 1.316 -5.139 2.133
H 0.520 3.569 -6.135
H 2.342 -1.298 4.141
C 1.085 -2.928 3.539
H -0.791 -4.039 3.306
C 0.741 4.001 7.355
I -1.212 -0.894 -3.843
H -0.324 4.138 7.549
O -0.843 -7.671 -3.889
C -0.159 -4.465 0.689
O 1.093 -6.514 -3.211
C -2.192 4.268 -5.341
H 0.147 -5.299 -5.297
H 0.873 -3.862 -4.518
H 0.431 -2.395 1.082
C 0.951 5.882 5.792
H 0.342 -3.824 -6.169
H -2.679 3.538 -5.996
N -1.421 -5.069 -1.377
C -1.495 3.548 -4.204
I -2.771 -5.326 -4.819
O 1.009 5.244 -3.963
O 0.455 2.933 5.156
N -0.331 -3.295 -2.489
H -2.336 -3.155 -2.964
H -2.982 4.878 -4.885
C 0.980 2.797 6.467
H 1.058 -0.868 2.968
H 1.318 2.220 -5.361
C -0.333 -3.107 1.390
H -2.312 -4.146 0.248
N 2.971 -2.970 0.086

Force components x, y, z for each atom (eV/Å):
H 0.389 0.344 0.070
H -0.027 0.134 0.081
H 0.015 0.029 -0.025
H 0.004 0.069 0.043
H -0.004 -0.021 0.008
H 0.092 -0.011 0.069
C -0.265 -0.003 -0.549
H 0.106 0.104 -0.160
O -0.147 0.011 -0.105
O 0.172 -0.133 0.127
H 0.266 -0.212 0.072
H -0.015 -0.005 -0.035
C -0.019 0.126 0.012
B 0.133 0.096 0.078
P 0.845 0.754 0.563
H -0.028 -0.019 0.003
H 0.014 0.000 0.004
H 0.044 -0.047 0.053
H -0.025 -0.015 0.270
H 0.011 -0.015 0.016
H -0.299 0.027 -0.137
C 0.109 0.014 0.253
H -0.175 -0.096 0.051
C -0.060 -0.035 -0.082
O 0.179 0.058 0.096
H -0.143 0.037 -0.332
C 0.025 0.261 -0.163
N 0.121 1.259 -0.151
H 0.162 0.008 -0.053
H 0.038 0.050 -0.053
H 0.205 -0.004 0.102
H -0.042 -0.048 -0.026
H -0.073 0.009 0.053
H 0.159 -0.427 -0.175
C -0.048 0.038 -0.263
C -0.141 0.130 -0.104
C -0.466 0.144 -0.131
O 0.194 -0.179 0.042
H 0.022 0.064 -0.081
H -0.009 0.007 0.016
H 0.053 0.097 0.038
C -0.065 -0.166 0.272
H -0.146 0.076 0.180
H 0.196 -0.234 0.020
C -0.191 -0.789 0.350
C 0.179 0.522 -0.010
O -0.063 -0.314 0.080
H -0.013 0.033 0.015
H -0.206 -0.305 -0.116
H 0.205 -0.414 0.020
H -0.100 -0.217 -0.196
H 0.101 -0.154 -0.109
H 0.008 -0.019 -0.003
C 0.192 0.095 0.032
H 0.153 -0.103 0.197
H 0.005 -0.007 0.006
H -0.022 -0.061 0.076
H 0.059 -0.107 0.026
C -0.172 -0.092 -0.004
H -0.238 -0.002 0.042
H 0.015 0.012 0.002
C 0.003 -0.018 -0.223
C 0.026 0.102 -0.054
C -0.323 0.070 -0.109
H 0.202 -0.029 0.104
H -0.071 0.177 0.108
H 0.192 0.113 -0.160
C -0.449 0.141 0.030
H -0.011 -0.226 0.038
C -0.179 0.055 0.135
I 0.035 0.122 0.057
H -0.024 -0.013 -0.210
O -0.146 -0.252 -0.029
C -0.339 -0.946 -0.288
O -0.136 0.316 -0.048
C -0.163 0.136 -0.067
H 0.167 -0.084 0.154
H 0.127 0.011 0.140
H 0.083 0.003 -0.196
C 0.089 -0.057 -0.167
H 0.098 0.084 -0.134
H 0.069 -0.025 -0.047
N 0.031 -0.082 0.612
C -0.014 0.060 0.196
I -0.220 0.235 -0.208
O -0.229 -0.146 0.002
O 0.049 0.145 0.050
N 0.402 -0.097 -0.532
H -0.191 -0.081 0.032
H -0.080 -0.109 0.004
C -0.014 -0.186 -0.001
H 0.120 0.224 -0.116
H -0.002 -0.010 0.009
C 0.328 0.192 0.442
H 0.098 0.269 0.196
N -0.796 -0.452 -0.097

Record 2
This record from the Open Molecules 2025 dataset describes a cluster of 4 separate species, C24H55FIN5O9P in total. The level of theory is ωB97M-V/def2-TZVPD.

The value obtained for the energy is -71754.10715 eV. Its total charge is +1. The HOMO energy is -10.2 eV. The orbital gap is 6.62 eV.

Geometry (Å):
H 0.758 6.803 0.104
O -2.566 2.105 4.970
H -0.929 -7.142 3.093
H 2.182 4.675 -1.086
H -1.499 1.715 2.653
C -0.692 -0.403 -4.782
H -2.583 1.790 -4.835
H 3.195 -1.598 -2.467
C 1.243 2.884 -1.045
H -3.423 -0.433 3.140
H -0.035 4.504 0.812
C -3.204 2.807 2.744
H 2.772 -4.928 -0.887
H -0.807 -5.935 0.956
H 1.489 -1.233 -2.607
O 3.620 2.249 -0.834
N -1.996 2.364 2.056
H 0.253 2.509 -0.772
H 1.639 4.128 1.271
H -0.538 1.894 4.543
O 2.713 6.419 0.749
O 1.127 -3.723 -0.840
H -4.757 -1.114 -3.925
O -3.406 1.283 -4.737
H -2.759 2.421 0.114
C -1.687 -2.072 -3.671
N -0.461 -4.035 1.843
H -2.333 -2.702 -3.072
P -3.119 0.247 -3.561
H -4.020 0.488 1.203
F -0.072 -3.747 -3.983
H 1.294 -5.760 -0.375
N -1.806 -0.821 -4.014
C -2.896 3.233 4.167
H -0.934 3.013 5.881
C 1.015 4.703 0.575
H 2.143 -4.634 0.727
H 3.341 -2.244 -4.857
H -1.101 1.263 6.100
H -1.267 1.523 0.326
H 0.547 -4.088 1.905
H 1.900 -4.749 3.408
C 3.112 7.193 -0.368
H -0.428 -2.276 0.776
C 1.854 -4.825 -0.307
C -1.008 -5.389 1.887
H -0.506 0.568 -5.209
C -3.013 0.392 0.780
H 1.465 -2.407 -6.201
O -2.307 -0.682 1.387
C 0.073 -1.501 -4.833
H 2.542 8.125 -0.426
H -3.151 0.098 -0.261
H 4.178 4.248 -0.765
H -2.114 3.996 4.193
H -0.696 -3.166 -1.476
H 4.165 7.440 -0.241
C 2.297 -1.835 -3.044
C -0.279 -3.814 -0.695
O -2.660 0.971 -2.395
H -3.955 2.008 2.795
H -3.638 3.652 2.201
C -1.213 2.079 5.386
H 2.268 2.100 0.735
C -2.246 1.713 0.771
C 1.416 -1.561 -5.505
H -0.520 -5.672 3.979
I 3.521 0.457 -4.570
H 2.871 -6.230 3.404
C 2.306 2.028 -0.357
C 2.622 -1.500 -4.511
H 0.984 6.433 1.815
C 1.312 6.172 0.804
H 2.032 -2.887 -2.900
H 4.029 3.450 0.831
H -3.801 3.673 4.596
H 2.080 0.984 -0.598
N 1.274 4.324 -0.813
H -2.092 -5.333 2.024
O -4.413 -0.572 -3.193
H 1.477 -0.672 -6.138
C -2.447 -0.783 2.797
C -0.399 -6.187 3.023
C -0.812 -3.289 0.640
C 1.880 -5.827 3.603
H -2.341 -1.835 3.067
N -0.535 -2.521 -4.158
C 4.321 3.316 -0.213
H 5.384 3.079 -0.247
O 0.964 -6.490 2.748
H -1.652 -0.234 3.307
H -0.628 -4.828 -0.924
H 1.637 -6.005 4.654
H 2.999 6.635 -1.303
H -1.903 -3.207 0.582
H 1.352 2.738 -2.124

Force components x, y, z for each atom (eV/Å):
H 0.103 -0.036 -0.115
O 0.315 0.101 -0.032
H -0.005 0.016 0.041
H 0.000 0.025 0.002
H 0.011 0.025 0.028
C -1.120 -1.347 1.089
H -0.366 0.486 -0.126
H -0.218 -0.310 0.130
C 0.150 0.207 -0.198
H 0.026 0.107 -0.018
H 0.020 -0.070 0.011
C 0.299 -0.147 0.079
H -0.039 0.033 -0.046
H -0.131 -0.161 0.037
H 0.136 0.068 -0.229
O -0.038 0.062 0.164
N -0.169 0.008 -0.078
H -0.015 0.003 0.064
H -0.107 0.047 0.162
H 0.101 0.110 0.039
O -0.066 0.130 -0.295
O -0.208 -0.260 -0.041
H -0.413 0.078 0.245
O 0.374 -1.878 -0.498
H -0.053 -0.034 0.000
C 0.058 -2.066 0.790
N -0.140 -0.190 -0.208
H -0.163 0.356 -0.072
P -0.427 2.572 2.405
H 0.078 0.025 0.209
F 0.076 -0.088 -0.090
H -0.061 0.030 0.075
N -1.161 1.714 -1.315
C -0.508 -0.014 -0.024
H 0.063 0.007 -0.041
C 0.148 0.111 -0.260
H -0.056 -0.165 0.053
H 0.234 0.487 -0.009
H -0.064 -0.002 -0.016
H -0.049 -0.083 -0.116
H 0.001 0.021 0.096
H -0.008 0.041 0.150
C 0.094 -0.085 0.145
H -0.131 0.002 -0.119
C 0.250 0.199 -0.062
C 0.288 0.175 0.093
H -0.236 0.015 0.185
C 0.015 -0.018 -0.271
H 0.083 -0.085 0.382
O -0.265 0.182 0.062
C 2.994 -0.078 -1.581
H -0.015 -0.009 -0.073
H 0.029 0.019 0.002
H -0.034 0.109 0.164
H 0.109 -0.112 -0.030
H 0.026 0.091 0.051
H -0.015 -0.035 0.053
C 0.222 0.241 -0.199
C -0.128 0.135 0.055
O 0.679 -0.100 0.425
H -0.155 0.115 0.053
H 0.004 -0.015 -0.030
C -0.146 -0.117 0.022
H 0.043 0.168 0.001
C 0.171 -0.010 0.234
C 0.034 0.221 0.049
H 0.112 0.106 -0.043
I -0.084 -0.228 -0.048
H -0.041 -0.038 -0.040
C -0.151 -0.314 -0.173
C -0.556 -0.616 0.285
H -0.022 0.025 -0.023
C -0.051 -0.205 0.448
H 0.171 0.120 -0.059
H -0.084 0.048 -0.024
H 0.028 0.031 0.005
H 0.013 -0.002 0.000
N -0.068 -0.083 0.171
H -0.005 0.028 -0.022
O 0.709 -0.688 -1.795
H -0.193 -0.221 -0.020
C 0.201 -0.217 -0.051
C -0.241 -0.361 -0.266
C 0.299 0.068 0.143
C 0.026 -0.117 -0.141
H 0.022 -0.009 -0.065
N -0.767 1.476 -0.068
C 0.160 -0.098 -0.234
H -0.028 -0.064 0.004
O 0.070 0.257 0.192
H -0.117 0.071 0.132
H 0.093 -0.075 0.103
H 0.004 0.071 0.016
H -0.066 0.116 -0.078
H 0.028 0.005 -0.009
H 0.012 -0.109 0.011

Record 3
This record from the Open Molecules 2025 dataset describes a structure of composition C24H56AlO7. The level of theory is ωB97M-V/def2-TZVPD.

The value obtained for the energy is -46721.19099 eV. Its total charge is -1. The HOMO energy is -4.6 eV. The orbital gap is 7.21 eV.

Geometry (Å):
H 4.987 2.893 0.605
C 1.144 3.094 1.434
H 7.076 -2.845 -4.163
H -0.400 4.051 2.675
H 2.402 -2.180 -1.000
H 6.022 -0.421 0.948
H 5.339 -0.800 3.264
C -2.682 -0.570 1.952
H 4.331 -2.352 -5.965
H 0.164 -1.195 2.574
C -6.157 -0.831 -0.829
C -8.910 -1.201 0.570
H -6.376 2.810 -0.182
C 6.389 -0.918 3.593
Al -0.812 -1.088 1.284
H -6.286 3.189 -1.933
C 2.703 3.170 1.637
H 3.326 1.260 2.464
H -7.824 0.676 0.681
H -9.726 -2.060 -2.488
H 0.207 1.065 2.844
H 6.579 -1.952 3.913
H -0.168 0.000 0.284
H 4.441 -3.620 -1.086
H -10.690 -2.459 -1.046
H 7.473 0.566 0.890
O 7.311 -0.457 2.619
H 1.223 -0.731 -2.163
C -0.486 1.906 3.011
C 5.898 1.522 1.998
C 6.797 -1.852 -4.533
H -0.863 1.899 4.050
H 2.744 1.132 0.785
H 5.210 -2.498 -2.190
C 2.038 -0.017 -2.020
H -3.785 1.327 2.215
H 0.974 3.366 3.649
H 2.803 -2.006 -3.977
H -8.719 -2.251 0.813
H 2.729 -3.592 -4.714
H 7.102 -1.741 -5.579
O -6.456 -0.886 0.560
C 3.370 -2.923 -4.134
C -6.872 2.695 -1.151
C -7.709 -0.366 0.982
C 4.242 -2.878 -1.862
H -3.384 -0.665 1.100
C 6.663 0.239 1.568
C 3.352 1.745 1.474
C -1.696 1.878 2.029
O 3.300 -0.659 -2.102
H 5.196 -3.601 -5.031
H -2.954 -1.262 2.775
H -5.148 1.053 -0.695
H -5.241 -1.417 -0.944
H 6.591 2.374 2.074
C 4.624 -2.669 -4.955
H 7.316 -1.108 -3.929
H -9.009 -3.065 -1.220
O -7.067 1.331 -1.460
H 3.872 -1.447 -0.309
H -7.853 3.166 -1.088
H -2.139 2.900 2.081
H 3.087 3.819 0.833
O 5.411 -1.632 -4.391
C -5.873 0.565 -1.355
H 5.344 1.424 2.942
H 2.964 3.564 2.632
H 0.875 3.952 0.790
H 1.986 0.726 -2.817
C -9.683 -2.224 -1.411
H 6.490 -0.266 4.486
O -9.201 -1.041 -0.813
C 0.330 3.229 2.763
H -9.791 -0.862 1.131
H 4.881 1.152 0.036
C 3.394 -1.783 -1.238
H -0.892 -2.470 0.457
C 4.809 1.842 0.889
H -5.437 0.487 -2.359
H -1.392 1.689 0.991
C -2.805 0.896 2.523
H -6.924 -1.333 -1.419
H 0.865 2.147 0.941
H 1.927 0.484 -1.054
O 3.596 -3.604 -2.907
H -2.823 0.886 3.629
H -7.662 -0.375 2.073

Force components x, y, z for each atom (eV/Å):
H -0.182 -0.567 -0.453
C 0.406 0.979 0.935
H 0.042 -0.033 -0.093
H 0.408 -0.103 0.279
H -0.011 0.014 0.019
H 0.020 0.058 0.622
H 0.426 -0.361 -0.011
C 0.346 0.758 0.349
H -0.074 -0.188 -0.080
H 0.208 -0.143 0.115
C 0.206 -0.022 0.017
C -0.049 0.399 -0.151
H 0.096 0.054 -0.050
C -0.296 0.800 0.811
Al -0.364 -0.159 0.301
H 0.087 0.122 0.079
C -0.722 -1.308 -0.754
H 0.104 -0.103 -0.435
H -0.158 -0.024 -0.188
H -0.045 0.066 0.029
H -0.451 0.084 0.259
H 0.095 0.220 -0.414
H 0.134 0.254 -0.233
H -0.099 -0.035 -0.014
H 0.004 -0.163 -0.015
H -0.278 -0.226 0.246
O -0.389 -0.405 -0.171
H -0.053 0.025 0.179
C 0.170 1.153 -0.829
C -0.632 -0.326 -1.263
C -0.225 0.160 0.055
H 0.144 -0.156 -0.399
H 0.106 0.333 0.430
H -0.053 0.207 -0.064
C 0.178 0.121 0.001
H 0.355 -0.207 0.198
H -0.043 0.315 -0.469
H 0.182 0.156 0.021
H 0.039 -0.018 -0.033
H 0.069 -0.061 0.010
H 0.134 -0.099 -0.028
O -0.266 0.036 -0.081
C -0.054 -0.100 0.014
C -0.125 -0.197 -0.087
C 0.176 -0.108 0.091
C -0.096 -0.056 0.148
H 0.104 -0.212 0.495
C 0.426 0.845 -0.241
C 0.216 0.807 -0.483
C -0.575 0.240 1.490
O -0.126 -0.204 -0.237
H 0.032 0.014 0.043
H -0.142 0.061 -0.660
H -0.031 -0.006 0.023
H 0.046 0.085 0.100
H -0.075 -0.386 0.177
C -0.207 0.272 0.091
H -0.056 0.049 -0.061
H -0.060 -0.067 0.046
O -0.028 0.130 0.311
H -0.057 -0.204 0.170
H 0.001 -0.038 -0.094
H 0.250 -0.363 -0.173
H 0.149 -0.117 0.471
O 0.206 -0.234 0.177
C -0.166 -0.181 -0.133
H 0.496 -0.139 -0.151
H -0.073 0.163 -0.441
H -0.037 -0.548 0.051
H 0.130 0.012 0.026
C -0.008 0.274 0.032
H -0.102 -0.410 -0.244
O 0.196 -0.284 -0.068
C -0.404 -1.369 -0.125
H 0.049 -0.092 0.211
H 0.256 0.434 0.104
C 0.246 0.195 -0.186
H -0.022 -0.299 -0.097
C -0.100 0.199 1.662
H 0.190 -0.072 0.061
H -0.104 -0.065 0.337
C -0.096 -0.247 -0.987
H -0.144 0.181 -0.062
H 0.126 0.473 0.036
H -0.271 -0.087 -0.054
O 0.129 0.097 -0.113
H 0.148 0.034 -0.395
H 0.017 -0.084 0.003

Q: Number 1 is which compound?
A: C24H55BI2N4O9P

Q: Number 3 is which compound?
A: C24H56AlO7

Q: Among the records above, which one has the lowest orbital gap?
A: C24H55FIN5O9P